1:
ORCA calculation (ωB97M-V/def2-TZVPD) on a cluster of 5 separate species, C15H35N5O5 in total.

## Properties
Kohn-Sham gap ... 9.44 eV
HOMO level ... -8.89 eV
Charge ... 0
Lowest unoccupied orbital energy ... 0.0200 Eh

The geometry in XYZ format:
```
60
C15H35N5O5, DFT ωB97M-V/def2-TZVPD
C -14.99 27.61 2.46
N -13.70 27.58 3.10
C -13.16 28.86 3.52
C -13.13 26.42 3.48
O -12.13 26.32 4.16
H -15.77 27.92 3.16
H -15.26 26.62 2.11
H -14.97 28.32 1.63
H -12.12 28.82 3.81
H -13.32 29.58 2.72
H -13.77 29.22 4.36
H -13.66 25.53 3.09
C -8.80 35.49 0.37
N -9.24 35.72 -0.99
C -8.24 35.64 -2.03
C -10.55 35.85 -1.30
O -10.99 35.96 -2.43
H -8.57 34.44 0.54
H -9.62 35.71 1.06
H -7.96 36.14 0.62
H -7.79 34.63 -2.00
H -8.66 35.91 -2.98
H -7.40 36.30 -1.77
H -11.22 35.80 -0.43
C -8.37 33.68 -5.85
N -9.71 33.21 -5.60
C -10.74 34.24 -5.57
C -9.89 32.04 -4.95
O -9.01 31.29 -4.61
H -8.38 34.41 -6.66
H -7.72 32.87 -6.19
H -7.89 34.08 -4.95
H -10.80 34.72 -6.55
H -11.70 33.79 -5.32
H -10.52 35.01 -4.82
H -10.96 31.79 -4.78
C -8.40 28.16 5.94
N -7.96 28.68 4.68
C -8.82 29.67 4.06
C -6.91 28.15 4.02
O -6.53 28.47 2.91
H -9.31 27.57 5.81
H -8.62 29.00 6.61
H -7.59 27.62 6.44
H -8.98 30.50 4.74
H -8.35 30.03 3.15
H -9.76 29.19 3.77
H -6.39 27.38 4.62
C -10.52 30.43 -1.52
N -10.77 31.02 -0.22
C -11.07 32.43 -0.26
C -10.82 30.33 0.93
O -11.08 30.80 2.02
H -10.26 29.38 -1.42
H -9.77 30.98 -2.08
H -11.47 30.49 -2.07
H -10.93 32.93 0.69
H -10.40 32.88 -1.00
H -12.08 32.61 -0.65
H -10.57 29.26 0.78
```

2:
ORCA calculation (ωB97M-V/def2-TZVPD) on a cluster of 5 separate species, C15H35N5O5 in total.

## Properties
Kohn-Sham gap ... 9.66 eV
HOMO level ... -9.30 eV
Charge ... 0
Lowest unoccupied orbital energy ... 0.0135 Eh

The geometry in XYZ format:
```
60
C15H35N5O5, DFT ωB97M-V/def2-TZVPD
C -27.49 35.59 -7.97
N -26.26 36.18 -8.45
C -24.97 35.82 -8.23
C -24.68 34.72 -7.26
O -24.07 36.33 -8.88
H -28.07 36.37 -7.46
H -27.32 34.81 -7.23
H -28.10 35.21 -8.78
H -26.28 36.84 -9.22
H -24.77 33.74 -7.73
H -25.43 34.84 -6.47
H -23.71 34.81 -6.78
C -22.21 36.67 -5.78
N -21.19 37.52 -5.19
C -21.41 38.28 -4.09
C -20.19 38.97 -3.54
O -22.51 38.40 -3.59
H -23.13 37.25 -5.86
H -22.38 35.77 -5.19
H -21.92 36.49 -6.81
H -20.24 37.39 -5.50
H -19.25 38.62 -3.96
H -20.16 38.92 -2.45
H -20.34 40.03 -3.78
C -21.05 33.77 -8.22
N -19.85 33.77 -9.05
C -19.30 34.89 -9.59
C -18.33 34.66 -10.73
O -19.71 35.99 -9.30
H -21.46 32.77 -8.34
H -21.74 34.52 -8.61
H -20.82 34.05 -7.19
H -19.37 32.89 -9.17
H -18.17 33.60 -10.96
H -17.34 35.01 -10.44
H -18.65 35.12 -11.66
C -24.52 33.02 -4.31
N -25.04 31.75 -4.79
C -26.18 31.66 -5.53
C -26.55 30.29 -6.03
O -26.95 32.60 -5.70
H -25.31 33.76 -4.36
H -23.61 33.31 -4.84
H -24.16 32.91 -3.28
H -24.42 30.97 -4.92
H -27.08 30.39 -6.98
H -27.20 29.82 -5.29
H -25.71 29.60 -6.12
C -30.87 40.48 -9.47
N -30.37 39.17 -9.89
C -31.00 38.05 -9.46
C -30.35 36.74 -9.90
O -31.96 38.10 -8.71
H -30.69 40.54 -8.40
H -31.95 40.50 -9.61
H -30.42 41.32 -9.98
H -29.70 39.13 -10.64
H -30.50 35.97 -9.15
H -29.30 37.00 -10.05
H -30.82 36.40 -10.83
```

3:
ORCA calculation (ωB97M-V/def2-TZVPD) on a cluster of 5 separate species, C15H35N5O5 in total.

## Properties
Kohn-Sham gap ... 8.79 eV
HOMO level ... -8.59 eV
Charge ... 0
Lowest unoccupied orbital energy ... 0.0074 Eh

The geometry in XYZ format:
```
60
C15H35N5O5, DFT ωB97M-V/def2-TZVPD
C -0.29 4.48 -3.99
N -0.44 5.14 -2.70
C -0.81 4.39 -1.65
C -1.06 5.10 -0.35
O -0.92 3.17 -1.71
H -0.12 5.21 -4.78
H -1.16 3.88 -4.23
H 0.57 3.81 -4.00
H -0.68 6.12 -2.73
H -1.21 6.18 -0.40
H -0.15 4.98 0.24
H -1.92 4.65 0.14
C 3.84 -2.21 1.04
N 2.83 -1.94 2.03
C 2.94 -2.26 3.34
C 1.76 -1.83 4.20
O 3.86 -2.90 3.82
H 4.84 -2.21 1.46
H 3.69 -1.46 0.26
H 3.74 -3.18 0.54
H 1.84 -2.01 1.79
H 0.85 -2.36 3.91
H 1.50 -0.79 3.98
H 1.91 -1.95 5.26
C 0.48 0.04 -2.08
N 0.29 0.72 -0.81
C 0.26 0.11 0.36
C 0.13 0.99 1.59
O 0.41 -1.11 0.51
H 1.14 -0.82 -2.01
H 0.82 0.73 -2.84
H -0.48 -0.37 -2.40
H 0.01 1.68 -0.95
H -0.53 1.83 1.32
H 1.09 1.35 1.94
H -0.44 0.44 2.34
C -0.89 -5.95 -5.77
N -0.71 -4.72 -5.03
C -0.09 -4.64 -3.83
C 0.08 -3.24 -3.25
O 0.39 -5.60 -3.24
H -1.11 -6.79 -5.10
H -0.01 -6.29 -6.31
H -1.83 -5.83 -6.30
H -1.05 -3.85 -5.37
H 1.13 -3.03 -3.46
H -0.07 -3.23 -2.18
H -0.61 -2.56 -3.74
C -3.13 2.08 2.85
N -2.13 2.06 3.90
C -1.82 0.92 4.55
C -0.80 1.02 5.70
O -2.20 -0.20 4.30
H -4.11 1.65 3.09
H -2.77 1.50 2.00
H -3.26 3.07 2.42
H -2.01 2.96 4.32
H -0.27 0.08 5.73
H -1.30 1.21 6.65
H -0.05 1.81 5.61
```

3 is preferred energetically. Next in line: 1.2 kcal/mol higher.

1:
ORCA calculation (ωB97M-V/def2-TZVPD) on a structure of composition C2H3F2NO.

## Properties
Kohn-Sham gap ... 10.76 eV
HOMO level ... -9.83 eV
Charge ... 0
Lowest unoccupied orbital energy ... 0.0344 Eh

The geometry in XYZ format:
```
9
C2H3F2NO, DFT ωB97M-V/def2-TZVPD
C 1.21 -0.30 0.05
C 0.17 0.63 -0.23
N -1.59 0.06 0.44
O 1.08 0.96 0.70
F -2.37 0.48 -0.60
F -1.62 -1.31 0.27
H 0.87 -1.05 0.77
H 2.26 -0.54 -0.28
H -0.02 1.07 -1.13
```

2:
ORCA calculation (ωB97M-V/def2-TZVPD) on a cluster of 2 separate species, C2H3F2NO in total.

## Properties
Kohn-Sham gap ... 9.43 eV
HOMO level ... -10.15 eV
Charge ... 0
Lowest unoccupied orbital energy ... -0.0265 Eh

The geometry in XYZ format:
```
9
C2H3F2NO, DFT ωB97M-V/def2-TZVPD
C -0.28 0.17 -0.42
C 0.89 -0.04 0.50
H -3.44 0.46 -0.13
H 0.18 -0.18 -1.57
H 0.74 0.80 1.18
N -1.55 0.41 0.17
O -2.32 0.67 -1.04
F 2.09 0.09 -0.24
F 1.05 -1.21 1.04
```

2 is preferred energetically. Next in line: 12.2 kcal/mol higher.

1:
ORCA calculation (ωB97M-V/def2-TZVPD) on a cluster of 2 separate species, C3H6Cl2O2 in total.

## Properties
Kohn-Sham gap ... 9.11 eV
HOMO level ... -8.69 eV
Charge ... 0
Lowest unoccupied orbital energy ... 0.0154 Eh

The geometry in XYZ format:
```
13
C3H6Cl2O2, DFT ωB97M-V/def2-TZVPD
C -1.04 0.73 0.57
C -0.42 -0.74 0.28
O 0.70 -1.26 0.87
C -0.62 -1.47 -0.78
Cl -0.02 -3.25 -0.85
Cl -1.89 -1.18 -1.89
H -1.64 0.95 -0.36
H -1.60 0.80 1.46
H -0.32 1.53 0.73
H 0.70 -2.18 0.56
O 1.50 0.39 -1.32
H 1.04 0.44 -2.35
H 2.31 0.87 -1.18
```

2:
ORCA calculation (ωB97M-V/def2-TZVPD) on a cluster of 2 separate species, C3H6Cl2O2 in total.

## Properties
Kohn-Sham gap ... 7.96 eV
HOMO level ... -9.87 eV
Charge ... 0
Lowest unoccupied orbital energy ... -0.0702 Eh

The geometry in XYZ format:
```
13
C3H6Cl2O2, DFT ωB97M-V/def2-TZVPD
C -0.03 1.22 -0.95
C 0.89 -0.81 0.61
C -0.02 0.41 0.27
O 0.35 -1.94 1.03
O -0.74 0.80 1.32
Cl 1.95 -1.06 -0.87
Cl -1.87 -1.48 -0.77
H -0.80 1.87 -1.02
H -0.18 0.53 -1.73
H 0.98 1.90 -0.87
H 1.63 -0.34 1.48
H -0.48 -2.02 0.29
H -1.68 0.92 1.22
```

2 is preferred energetically. Next in line: 8.8 kcal/mol higher.

1:
ORCA calculation (ωB97M-V/def2-TZVPD) on an isolated molecule of C7H6O3.

## Properties
Kohn-Sham gap ... 9.68 eV
HOMO level ... -10.13 eV
Charge ... 0
Lowest unoccupied orbital energy ... -0.0164 Eh

The geometry in XYZ format:
```
16
C7H6O3, DFT ωB97M-V/def2-TZVPD
C 0.39 0.77 1.63
C -0.20 0.02 0.41
C -1.06 -1.18 0.76
O -0.99 0.85 -0.49
C -0.41 0.92 -1.66
C 0.83 0.16 -1.71
C 0.38 0.74 -2.88
O 0.45 1.19 -3.96
C 1.04 -0.49 -0.38
O 1.87 -1.31 -0.08
H 0.97 1.69 1.19
H 1.11 0.07 2.08
H -0.49 1.05 2.35
H -0.36 -1.84 1.30
H -1.65 -1.80 -0.05
H -1.89 -0.86 1.50
```

2:
ORCA calculation (ωB97M-V/def2-TZVPD) on an isolated molecule of C7H6O3.

## Properties
Kohn-Sham gap ... 8.45 eV
HOMO level ... -8.58 eV
Charge ... 0
Lowest unoccupied orbital energy ... -0.0050 Eh

The geometry in XYZ format:
```
16
C7H6O3, DFT ωB97M-V/def2-TZVPD
O -3.10 -0.89 -0.21
C -2.61 0.18 -0.06
C -1.19 0.30 -0.06
C -0.43 1.51 -0.16
C 0.94 1.53 -0.13
C 1.54 0.27 -0.12
O 2.88 0.21 0.11
C 0.80 -0.82 -0.14
O 1.53 -1.96 -0.21
C -0.52 -0.99 0.33
H -3.15 1.18 0.61
H -0.92 2.38 -0.22
H 1.57 2.37 0.03
H 3.10 -0.81 -0.23
H 0.65 -2.63 -0.22
H -1.08 -1.83 0.68
```

2 is preferred energetically. Next in line: 23.5 kcal/mol higher.

1:
ORCA calculation (ωB97M-V/def2-TZVPD) on a structure of composition C40H47N7O3RuS2SbSe.

## Properties
Multiplicity ... 6
Kohn-Sham gap (spin up / spin down) ... 6.65 / 6.68 eV
⟨S²⟩ ... 8.777
HOMO level (spin up / spin down) ... -6.19 / -7.26 eV
Charge ... 0
Lowest unoccupied orbital energy (spin up / spin down) ... 0.0166 / -0.0212 Eh

The geometry in XYZ format:
```
102
C40H47N7O3RuS2SbSe, DFT ωB97M-V/def2-TZVPD
Ru 0.62 -0.16 -0.29
N 0.26 1.75 3.70
C 0.60 1.28 2.48
O 0.50 0.08 2.22
C 1.11 2.27 1.47
C 1.66 1.58 0.24
H -0.24 1.12 4.31
H 0.10 2.74 3.81
H 1.88 2.89 1.95
H 0.26 2.93 1.23
H 2.69 1.30 0.41
H 1.58 2.22 -0.65
C 6.43 0.91 1.77
C 5.70 0.52 0.52
C 6.14 0.91 -0.74
C 5.39 0.48 -1.82
N 4.30 -0.26 -1.69
C 3.95 -0.58 -0.44
S 2.51 -1.60 -0.23
N 4.61 -0.23 0.67
H 7.48 0.61 1.71
H 5.97 0.43 2.63
H 6.40 1.99 1.91
H 7.02 1.52 -0.87
H 5.68 0.74 -2.83
C 0.36 -3.69 -2.58
C 0.20 -4.76 -1.54
C 0.49 -6.08 -1.87
C 0.32 -7.11 -0.96
C -0.16 -6.83 0.31
C -0.45 -5.52 0.66
C -0.27 -4.48 -0.25
Sb -0.82 -2.50 0.36
C -0.45 -2.78 2.43
C 0.79 -3.37 2.71
C 1.24 -3.51 4.02
C 0.44 -3.07 5.06
C -0.78 -2.47 4.79
C -1.23 -2.30 3.48
C -2.54 -1.57 3.30
C -2.92 -2.77 0.17
C -3.54 -3.58 1.11
C -4.91 -3.83 1.05
C -5.65 -3.25 0.03
C -5.02 -2.46 -0.92
C -3.65 -2.23 -0.88
C -3.00 -1.47 -2.01
H 0.91 -4.08 -3.44
H 0.90 -2.83 -2.21
H -0.61 -3.35 -2.94
H 0.87 -6.30 -2.86
H 0.56 -8.13 -1.24
H -0.30 -7.62 1.03
H -0.81 -5.31 1.66
H 1.42 -3.71 1.91
H 2.20 -3.96 4.20
H 0.78 -3.17 6.09
H -1.39 -2.10 5.61
H -2.61 -0.74 4.01
H -3.39 -2.22 3.47
H -2.65 -1.14 2.30
H -2.97 -4.03 1.91
H -5.38 -4.46 1.78
H -6.72 -3.42 -0.03
H -5.61 -2.03 -1.73
H -3.74 -1.17 -2.75
H -2.26 -2.10 -2.51
H -2.47 -0.57 -1.67
C -0.88 -0.58 -5.01
N -0.04 0.53 -4.61
C 0.00 1.69 -5.48
C 0.61 0.51 -3.44
O 0.60 -0.44 -2.66
H -0.59 -0.92 -6.00
H -1.93 -0.27 -5.03
H -0.76 -1.39 -4.29
H 0.49 1.44 -6.42
H 0.55 2.49 -4.98
H -1.01 2.05 -5.67
H 1.19 1.42 -3.25
C -2.98 5.16 -0.39
N -1.55 5.33 -0.49
C -0.75 4.58 -1.30
Se -1.31 3.33 -2.50
N 0.53 4.97 -1.05
C 0.56 5.96 -0.09
C 1.61 6.67 0.48
C 1.27 7.64 1.41
C -0.05 7.88 1.77
C -1.10 7.16 1.20
C -0.77 6.19 0.27
H -3.20 4.13 -0.12
H -3.45 5.40 -1.35
H -3.35 5.83 0.38
H 1.31 4.55 -1.54
H 2.63 6.49 0.20
H 2.06 8.22 1.88
H -0.28 8.65 2.49
H -2.12 7.35 1.48
O -1.99 2.54 1.32
S -2.13 1.19 0.68
N -0.99 0.90 -0.43
```

2:
ORCA calculation (ωB97M-V/def2-TZVPD) on a structure of composition C40H47N7O3RuS2SbSe.

## Properties
Multiplicity ... 6
Kohn-Sham gap (spin up / spin down) ... 6.54 / 6.28 eV
⟨S²⟩ ... 8.770
HOMO level (spin up / spin down) ... -6.17 / -7.02 eV
Charge ... 0
Lowest unoccupied orbital energy (spin up / spin down) ... 0.0137 / -0.0272 Eh

The geometry in XYZ format:
```
102
C40H47N7O3RuS2SbSe, DFT ωB97M-V/def2-TZVPD
Ru -0.29 1.28 -0.26
N -1.01 -2.55 -3.05
C -0.68 -1.41 -2.37
O -1.55 -0.62 -2.02
C 0.81 -1.20 -2.15
C 1.22 0.10 -1.46
H -1.99 -2.78 -3.12
H -0.33 -3.27 -3.21
H 1.27 -1.29 -3.14
H 1.14 -2.07 -1.58
H 1.56 0.83 -2.19
H 2.06 -0.08 -0.78
C 6.06 4.82 1.18
C 5.33 4.04 0.12
C 6.00 3.48 -0.97
C 5.22 2.80 -1.88
N 3.90 2.69 -1.77
C 3.32 3.26 -0.69
S 1.58 3.21 -0.53
N 4.01 3.92 0.26
H 7.11 4.98 0.91
H 6.02 4.28 2.13
H 5.57 5.78 1.33
H 7.07 3.57 -1.09
H 5.67 2.32 -2.75
C 0.36 -3.17 4.07
C 1.11 -1.87 3.88
C 2.12 -1.57 4.80
C 2.88 -0.41 4.69
C 2.66 0.47 3.65
C 1.66 0.18 2.72
C 0.87 -0.97 2.83
Sb -0.59 -1.26 1.26
C -2.35 -1.50 2.46
C -2.31 -1.15 3.81
C -3.47 -1.08 4.57
C -4.69 -1.37 3.97
C -4.74 -1.72 2.63
C -3.59 -1.77 1.85
C -3.71 -2.05 0.37
C 0.24 -3.25 0.88
C 1.62 -3.17 0.65
C 2.37 -4.28 0.31
C 1.74 -5.52 0.19
C 0.38 -5.61 0.44
C -0.39 -4.50 0.80
C -1.84 -4.74 1.14
H 0.07 -3.29 5.12
H 1.00 -4.02 3.80
H -0.54 -3.23 3.46
H 2.31 -2.27 5.61
H 3.65 -0.20 5.43
H 3.25 1.37 3.54
H 1.51 0.87 1.92
H -1.36 -0.89 4.27
H -3.42 -0.79 5.61
H -5.61 -1.33 4.55
H -5.70 -1.94 2.17
H -4.59 -2.65 0.15
H -2.83 -2.58 -0.02
H -3.77 -1.11 -0.18
H 2.12 -2.21 0.74
H 3.44 -4.19 0.16
H 2.31 -6.40 -0.09
H -0.10 -6.58 0.37
H -1.93 -5.59 1.83
H -2.43 -4.98 0.25
H -2.29 -3.88 1.63
C -4.60 3.28 0.29
N -4.24 2.48 1.45
C -4.74 2.92 2.75
C -3.35 1.49 1.37
O -2.86 1.06 0.31
H -5.68 3.25 0.13
H -4.10 2.88 -0.59
H -4.30 4.32 0.45
H -5.81 3.12 2.67
H -4.22 3.82 3.07
H -4.58 2.13 3.48
H -3.09 1.08 2.34
C 1.18 3.70 -3.87
N 0.37 2.52 -4.21
C -0.75 2.12 -3.60
Se -1.61 2.80 -2.10
N -1.18 1.02 -4.25
C -0.29 0.66 -5.25
C -0.24 -0.42 -6.13
C 0.85 -0.47 -6.99
C 1.84 0.51 -6.97
C 1.79 1.58 -6.09
C 0.70 1.63 -5.23
H 0.59 4.34 -3.23
H 1.44 4.22 -4.79
H 2.07 3.41 -3.32
H -1.95 0.49 -3.88
H -1.01 -1.18 -6.12
H 0.93 -1.30 -7.68
H 2.68 0.44 -7.66
H 2.56 2.34 -6.07
O -1.60 4.01 3.01
S -0.71 3.65 1.91
N -0.61 2.20 1.57
```

1 is preferred energetically. Next in line: 10.3 kcal/mol higher.